Entry 1:
C37H36Br2N5O2V as an isolated structure, computed with ωB97M-V with the def2-TZVPD basis set.

Element x y z (Å)
V 0.40208 -0.26587 0.02348
C -2.14420 -2.58800 -0.60395
C -2.55165 -1.57719 0.42447
C -3.78151 -1.70632 1.06537
C -4.15324 -0.78644 2.02196
C -3.29202 0.26060 2.30448
C -2.08892 0.34133 1.62550
N -1.71121 -0.57465 0.70718
C -1.15363 1.46984 1.85270
C -1.50897 2.65041 2.49285
C -0.57640 3.66966 2.56214
C 0.66894 3.50090 1.97994
C 0.96005 2.29965 1.35210
N 0.06150 1.30920 1.32894
C 2.24555 2.00601 0.67424
C 3.21581 2.97933 0.51827
C 4.41801 2.63540 -0.07783
C 4.62921 1.32037 -0.42999
C 3.61931 0.38205 -0.22909
C 3.89261 -1.06333 -0.51710
N 2.42124 0.73455 0.25085
H -1.73090 -3.47559 -0.11792
H -3.00798 -2.91096 -1.18446
H -1.40913 -2.17095 -1.28654
H -4.42374 -2.53764 0.80711
H -5.09971 -0.87578 2.53804
H -3.55862 1.00313 3.04097
H -2.49704 2.78389 2.90591
H -0.82537 4.60080 3.05251
H 1.39337 4.29997 2.01132
H 3.04177 3.99147 0.84842
H 5.18718 3.37962 -0.23463
H 5.57168 0.99658 -0.85018
H 4.90998 -1.30742 -0.21257
H 3.20602 -1.69688 0.03700
H 3.80628 -1.28768 -1.58211
Br -2.52292 -0.37910 -3.45387
C -4.15560 0.16846 -2.59556
Br -3.93981 1.61846 -1.35086
H -4.54409 -0.67961 -2.04648
H -4.84160 0.48810 -3.36815
O -1.13858 -2.84319 6.91877
C -0.68259 -3.80451 6.08908
O -0.58581 -4.93680 6.45822
C -0.31811 -3.37764 4.69591
C -0.42183 -4.33204 3.68952
C -0.09491 -4.01258 2.38467
C 0.37312 -2.73500 2.08330
C 0.48554 -1.78057 3.08776
C 0.13962 -2.10128 4.38981
N 0.71457 -2.31637 0.76545
C 1.02817 -3.18100 -0.12697
C 1.25359 -2.74069 -1.50321
C 1.65663 -3.62429 -2.49046
C 1.89653 -3.12309 -3.76391
C 1.73457 -1.76730 -3.98642
C 1.30586 -0.94981 -2.94630
N 1.05559 -1.42866 -1.73090
H -1.24932 -2.00909 6.44808
H -0.76593 -5.32415 3.94825
H -0.23176 -4.75755 1.61220
H 0.86849 -0.79797 2.83945
H 0.26477 -1.35304 5.16393
H 1.15015 -4.23876 0.09697
H 1.78218 -4.67434 -2.26284
H 2.20380 -3.78205 -4.56457
H 1.92170 -1.33008 -4.95720
H 1.12463 0.11260 -3.06590
C -1.03387 3.12768 -4.19083
C -0.22957 3.43796 -2.92276
C -0.91895 4.56713 -2.14521
C 1.18910 3.87995 -3.30995
C -0.14545 2.24192 -2.06672
C -0.11833 1.27967 -1.31789
H -1.01541 3.98392 -4.86894
H -2.07271 2.90433 -3.94365
H -0.61997 2.26412 -4.71405
H -0.99354 5.46506 -2.76304
H -0.35393 4.81410 -1.24387
H -1.92419 4.26601 -1.84748
H 1.15793 4.81351 -3.87617
H 1.67559 3.12254 -3.92796
H 1.80031 4.03503 -2.41859

## Properties
- net charge = +1
- ⟨S²⟩ = 3.77
- orbital gap (spin up / spin down) (eV) = 5.881 / 6.810
- 2S+1 = 4
- total energy (eV) = -216268.50430
- HOMO level (spin up / spin down) (eV) = -9.5 / -10.5

=====

Entry 2:
C6H7FS as an isolated structure at a distorted geometry, computed with ωB97M-V with the def2-TZVPD basis set.

Element x y z (Å)
C 0.95960 0.47731 -1.24031
C -0.06924 -0.39608 -1.53659
C -1.18495 -0.46296 -0.50027
C -0.44721 0.12227 0.70434
C 0.40428 -0.67336 1.62067
C 0.65882 1.16727 0.10764
H -0.07838 -1.08996 -2.29256
H -1.96059 0.18481 -1.05290
H -1.63428 -1.54546 -0.26495
H -0.93522 0.89964 1.31596
H 0.85806 -1.61068 1.06764
H -0.36131 -0.83611 2.49822
H 0.32085 2.24589 0.10084
F 1.81554 0.87787 -2.03882
S 1.65403 0.63955 1.51112

## Properties
- net charge = 0
- orbital gap (eV) = 9.674
- 2S+1 = 1
- total energy (eV) = -19885.04893
- HOMO level (eV) = -8.8

=====

Entry 3:
A 10-piece molecular cluster, C34H54F2O30 overall at a distorted geometry, computed with ωB97M-V with the def2-TZVPD basis set.

Element x y z (Å)
C 4.87483 -2.36136 2.38533
C 3.47617 -1.81391 2.60050
O 3.43410 -1.75423 4.02574
C 4.34488 -2.61821 4.53955
O 4.42279 -2.91600 5.67991
O 5.06390 -3.17778 3.53526
H 5.64626 -1.58779 2.36765
H 4.96489 -2.97303 1.48978
H 2.74226 -2.50865 2.18406
H 3.34085 -0.85854 2.09763
C -1.65592 1.97034 -6.76701
C -0.24586 1.43184 -6.53289
O -0.53372 0.07418 -6.15883
C -1.74883 -0.27563 -6.61380
O -2.10418 -1.39041 -6.79507
O -2.43325 0.81829 -7.04804
H -1.65142 2.63061 -7.63485
H -1.93086 2.59663 -5.91650
H 0.24230 1.91680 -5.69312
H 0.45422 1.48848 -7.36651
C 1.11126 2.68540 4.14928
C 0.58433 3.67507 5.19677
O -0.74542 3.20277 5.45249
C -1.04116 2.15214 4.66458
O -2.11672 1.64810 4.59602
O 0.04019 1.74033 3.98988
H 1.99469 2.13265 4.46040
H 1.25438 3.15179 3.17880
H 0.60169 4.69501 4.82695
H 1.12763 3.58251 6.13531
C -0.93202 -0.30584 7.69409
C -0.93449 -1.11183 6.36288
O 0.29613 -0.73433 5.75323
C 1.07508 -0.09306 6.66328
O 2.20140 0.20503 6.44544
O 0.40858 0.18262 7.78932
H -1.17871 -0.92081 8.55500
H -1.59617 0.55248 7.60175
H -1.79380 -0.68130 5.85859
H -1.07959 -2.17145 6.54816
C -2.16660 8.05068 0.33386
C -2.16095 7.30648 1.66504
O -2.96463 6.12660 1.61607
C -2.42743 5.00415 1.18065
O -1.25241 4.79848 0.96946
O -3.36977 4.07482 1.13527
C -3.01122 2.80151 0.62424
H -1.84824 7.36546 -0.46187
H -1.38214 8.80897 0.32015
H -3.13257 8.46351 0.05999
H -2.72306 7.96087 2.33278
H -1.14588 7.11630 2.00330
H -3.85931 2.34684 0.11099
H -2.76861 2.10412 1.42128
H -2.23091 2.86016 -0.12874
C -0.34787 -1.31075 2.47281
C -0.86246 -0.45505 1.34222
O -0.14995 -0.81237 0.14329
C -0.50838 -0.18606 -0.97220
O -1.51735 0.45558 -1.18027
O 0.42632 -0.42650 -1.88359
C 0.15054 -0.07028 -3.22063
H -0.70615 -2.33113 2.31956
H -0.70379 -0.91191 3.41623
H 0.74031 -1.34128 2.50616
H -0.75988 0.59781 1.60497
H -1.92273 -0.62397 1.15440
H -0.70368 0.59868 -3.35095
H -0.32699 -0.91540 -3.73960
H 1.01231 0.21618 -3.80948
C -0.25638 -4.19989 -6.16365
C 0.97122 -3.34666 -5.92300
O 1.51195 -2.98569 -7.20910
C 2.00990 -1.76429 -7.32171
O 2.20675 -0.99030 -6.42567
O 2.31966 -1.54561 -8.59313
C 2.92951 -0.30086 -8.89544
H -0.01032 -5.16232 -6.60510
H -0.95593 -3.62708 -6.76965
H -0.75722 -4.38106 -5.20920
H 1.72534 -3.92560 -5.38020
H 0.78543 -2.47139 -5.30590
H 3.77164 -0.14302 -8.21908
H 2.23039 0.52167 -8.74789
H 3.30145 -0.32366 -9.91294
C 0.87505 -4.46653 -0.89532
C 0.60740 -5.14860 0.46353
O 1.71151 -4.95418 1.33740
C 2.66731 -5.87180 1.39464
O 2.76687 -6.83658 0.69781
O 3.52029 -5.51117 2.35255
C 4.56744 -6.43105 2.63878
H 1.23931 -5.27992 -1.53346
H 1.61990 -3.68101 -0.86576
H -0.06624 -4.20218 -1.37572
H 0.42792 -6.21517 0.34217
H -0.31006 -4.71470 0.85886
H 5.16611 -6.71935 1.77505
H 4.17542 -7.34323 3.09261
H 5.21011 -5.94059 3.36552
C 0.13072 3.34870 -1.89227
C 1.63967 3.56132 -1.75783
O 2.01351 4.07571 -3.01592
C 0.99500 3.87674 -3.90900
O 1.00077 4.25281 -5.03293
O 0.02499 3.16544 -3.32847
F 2.30128 2.40664 -1.46892
H -0.38598 4.27824 -1.64405
H -0.36963 2.51194 -1.41740
H 1.84064 4.34104 -1.02285
C -6.20848 -0.98063 2.87433
C -5.27735 -0.24152 1.91577
O -4.07479 -0.25677 2.63959
C -4.08716 -1.31517 3.51628
O -3.13427 -1.63693 4.12404
O -5.28372 -1.92693 3.44461
F -5.70063 1.05383 1.76385
H -7.00545 -1.52499 2.37998
H -6.56212 -0.32280 3.66533
H -5.17592 -0.65628 0.91246

## Properties
- net charge = 0
- SMILES string = O=C1OC[C@@H](F)O1.O=C1OC[C@@H](F)O1.CCOC(=O)OC.CCOC(=O)OC.CCOC(=O)OC.CCOC(=O)OC.O=C1OCCO1.O=C1OCCO1.O=C1OCCO1.O=C1OCCO1
- orbital gap (eV) = 10.930
- 2S+1 = 1
- total energy (eV) = -102994.50733
- HOMO level (eV) = -10.7

=====

> What is the formula in the third record?

C34H54F2O30

=====

> Which formula does entry 3 have?

C34H54F2O30

=====

What did the second record say?
C6H7FS as an isolated structure at a distorted geometry, computed with ωB97M-V with the def2-TZVPD basis set.

Element x y z (Å)
C 0.95960 0.47731 -1.24031
C -0.06924 -0.39608 -1.53659
C -1.18495 -0.46296 -0.50027
C -0.44721 0.12227 0.70434
C 0.40428 -0.67336 1.62067
C 0.65882 1.16727 0.10764
H -0.07838 -1.08996 -2.29256
H -1.96059 0.18481 -1.05290
H -1.63428 -1.54546 -0.26495
H -0.93522 0.89964 1.31596
H 0.85806 -1.61068 1.06764
H -0.36131 -0.83611 2.49822
H 0.32085 2.24589 0.10084
F 1.81554 0.87787 -2.03882
S 1.65403 0.63955 1.51112

## Properties
- net charge = 0
- orbital gap (eV) = 9.674
- 2S+1 = 1
- total energy (eV) = -19885.04893
- HOMO level (eV) = -8.8